(1)
This record from the OMol25 dataset describes a cluster of 8 separate species, C42H47ClN2O12 in total at a distorted geometry. The level of theory is the ωB97M-V functional and the def2-TZVPD basis.

Element x y z (Å)
C -31.48664 -22.40421 15.14978
H -34.89669 -17.52008 7.07866
H -26.10847 -16.99087 8.03450
H -30.83073 -22.39218 7.18259
C -35.89016 -15.86698 13.36544
C -30.26236 -20.09884 8.73797
H -32.07372 -22.29271 8.09226
H -26.28011 -14.64333 14.23591
C -31.84218 -15.74367 15.74224
C -32.31836 -22.86831 14.11981
H -27.42801 -13.03363 5.99191
H -32.84626 -23.92101 14.26526
H -34.95868 -13.44024 5.78835
H -32.75328 -17.60713 16.69042
C -27.51517 -13.88028 6.76597
O -32.72510 -14.47509 9.82409
H -25.57551 -18.85108 11.43210
C -34.42202 -14.20351 6.49873
C -34.78086 -15.53127 6.29915
H -34.46566 -14.07753 19.27338
C -28.53097 -14.49039 8.89723
C -28.48561 -13.57794 7.80743
H -29.06785 -18.08566 11.74242
H -31.23342 -16.10867 14.16446
H -23.33346 -15.11342 12.96667
O -31.02839 -16.40885 14.86864
C -34.67364 -17.93353 12.57168
H -28.54174 -16.11607 13.39838
C -31.59140 -21.79522 7.30901
C -25.94646 -17.94014 12.01471
N -30.65034 -18.32453 7.51376
H -33.65738 -18.40647 12.28036
H -28.68577 -17.16123 6.50141
C -27.23100 -17.47520 12.37732
H -23.92308 -17.23537 11.93799
C -30.04609 -18.78814 8.66167
C -27.52110 -16.42482 13.11685
H -30.72367 -16.19870 7.70754
C -31.18663 -19.38240 6.84978
H -32.33592 -21.49041 6.43687
C -26.36113 -15.48168 13.60990
O -24.01283 -15.09726 13.46315
H -31.15729 -13.94201 15.08746
H -36.01807 -16.39390 5.43397
H -30.20713 -20.87628 9.41592
C -33.41091 -14.79096 8.65395
H -38.16379 -19.52224 13.44691
H -35.82963 -14.91230 13.79160
H -37.98042 -15.92578 13.99408
C -32.99500 -14.39021 18.03177
H -30.66455 -22.76869 17.11504
O -31.38856 -22.97437 16.41921
H -30.59302 -19.41458 13.45285
H -35.88170 -19.63548 12.30649
O -25.78672 -15.21270 5.72985
C -27.69875 -15.63135 9.02669
C -24.83799 -17.06420 12.41356
O -38.37322 -18.63550 13.41521
Cl -30.92364 -16.52758 11.34951
C -29.64246 -16.81242 5.98211
C -32.47289 -22.20883 12.89728
H -33.32809 -16.90027 8.88295
C -31.63607 -14.43175 15.93525
C -30.77063 -21.07795 14.98098
O -29.28025 -14.17995 9.97221
H -32.26296 -15.30729 10.16678
H -33.83394 -16.30635 18.70068
C -26.75328 -15.93505 7.85531
C -34.43417 -16.55027 7.20916
C -32.35316 -13.68528 17.01382
H -31.46813 -16.69928 6.53167
H -29.08597 -12.76711 7.81299
C -37.16383 -17.96865 13.30817
C -36.04597 -18.65222 12.63123
C -33.58906 -16.15175 8.32221
H -29.76767 -17.42692 5.15961
C -31.87107 -20.88541 12.69505
O -35.57821 -15.76239 5.19568
O -33.46405 -13.79076 19.17666
C -26.67993 -15.02645 6.79529
C -32.61019 -16.51283 16.65666
C -33.22944 -15.77801 17.92107
H -29.56881 -15.73959 5.58346
H -33.10351 -22.73630 12.22488
C -33.76675 -13.80197 7.75383
O -28.27708 -18.27642 11.90156
H -32.22824 -19.20006 11.56957
H -25.29367 -14.43770 5.36730
H -29.52588 -14.87581 10.41517
C -34.65856 -16.54970 13.01029
C -37.06927 -16.51151 13.58621
H -27.75424 -16.21071 9.94864
C -30.71103 -16.93310 6.96651
C -31.03405 -20.29374 13.64417
H -30.18506 -20.49231 15.64243
N -30.92771 -20.49737 7.58093
H -31.55109 -19.50295 6.07206
O -32.15341 -20.25174 11.50922
H -32.78490 -16.15090 12.67513
O -33.57047 -15.75950 13.07927
H -33.72650 -12.79116 7.74495
C -25.06465 -15.88925 13.14407
H -32.15409 -12.61889 16.90155
H -29.47106 -18.05342 9.45069

Cartesian forces, eV/Å:
C 3.180 5.181 1.391
H 0.530 -0.320 0.170
H -1.593 3.360 -1.055
H 3.791 -3.600 -2.246
C 1.310 -2.191 0.470
C -1.061 -1.351 -1.954
H -1.378 0.412 1.710
H -1.090 1.079 0.717
C -0.316 -3.228 3.097
C -0.259 -2.327 0.527
H 0.132 -1.842 0.882
H 1.173 2.436 -0.244
H 1.575 -1.380 1.481
H 0.322 0.781 -0.634
C -1.636 1.900 1.190
O -0.189 -1.135 -0.881
H -1.555 1.339 0.808
C -0.541 0.992 1.487
C 0.337 0.602 0.247
H 3.150 0.909 -0.149
C 1.172 -0.633 0.366
C 4.118 -4.909 -0.816
H -10.349 4.137 -1.368
H -3.447 5.676 -15.140
H 7.334 -0.692 -5.814
O 3.404 -6.168 13.375
C -2.086 1.475 1.058
H 0.602 -0.524 -0.320
C -3.252 4.849 -1.930
C 3.370 2.085 0.711
N -1.472 -0.449 -1.364
H -2.334 0.632 0.508
H -0.858 0.989 -1.036
C -1.100 -3.612 -2.434
H 1.554 -0.408 -0.145
C 1.673 3.469 2.377
C 2.510 6.269 3.802
H 0.867 0.720 1.930
C 7.267 0.778 14.644
H 1.735 -1.663 1.646
C 0.277 -5.263 -3.432
O -7.301 1.229 6.360
H 0.254 0.483 0.638
H -8.228 -11.285 3.302
H 0.877 -0.737 1.864
C 1.885 -0.654 0.803
H 0.454 -3.075 0.092
H 0.420 1.543 -0.049
H 1.625 -1.326 -0.738
C -0.490 -1.337 -0.549
H -1.564 0.233 -2.781
O 0.201 -0.988 0.666
H 1.572 3.192 -0.401
H -1.000 -1.504 -0.184
O 0.289 -0.403 0.048
C 1.454 0.719 -4.327
C -4.182 -1.207 -0.736
O -0.104 3.504 0.265
Cl -0.143 -0.421 -0.013
C 3.548 2.317 0.998
C 1.414 1.976 1.734
H 1.711 -3.740 3.746
C -2.778 3.197 1.744
C -3.669 -0.926 -5.425
O 1.436 6.933 -4.067
H -0.640 1.299 -0.219
H 0.819 0.344 -0.928
C -0.787 -1.839 3.627
C 1.230 2.498 0.527
C 2.582 -1.499 -2.608
H -9.958 1.272 -4.956
H -1.723 2.579 -0.135
C 2.200 0.311 -2.474
C 2.513 5.018 2.257
C -4.026 3.304 -4.684
H -0.534 -1.377 -1.728
C -0.470 -1.322 0.823
O 7.720 10.332 -3.345
O -3.198 -0.025 0.218
C 0.266 1.085 -0.346
C -1.855 2.366 4.171
C 2.139 -1.386 -4.192
H 0.188 -1.506 0.785
H -0.367 0.287 -0.962
C -2.143 -3.468 -3.807
O 11.664 -4.319 1.647
H 0.735 -3.345 0.170
H -1.129 -0.559 1.052
H -2.249 -6.306 4.117
C -1.528 -1.704 -0.972
C -1.784 -2.454 -0.094
H 0.273 -0.073 -0.389
C 7.856 -3.270 4.147
C -1.659 -6.789 3.814
H 0.459 -0.303 1.079
N -1.172 2.046 0.735
H -6.350 -0.734 -13.148
O -0.440 2.802 -0.625
H 0.094 -0.265 -0.403
O 0.147 0.169 0.189
H 0.798 2.952 1.282
C -1.850 -0.074 0.162
H -0.526 -0.171 0.907
H -1.844 -1.973 -2.319

Properties
Strongest force on any atom ... 16.5 eV/Å
Energy above the lowest of the compared OMol25 structures with the same formula, charge and spin ... 492.5 kJ/mol
Lowest unoccupied orbital energy ... -0.389 eV
Charge ... 0


(2)
This record from the OMol25 dataset describes a structure of composition C42H47N2O2PPtS at a distorted geometry. The level of theory is the ωB97M-V functional and the def2-TZVPD basis.

Element x y z (Å)
H 2.58379 4.37105 -3.15986
C -1.29421 -1.84145 5.52004
C 0.47669 -5.05935 0.77164
Pt 0.05029 0.40585 0.46214
C 0.55509 -6.44185 0.52554
C -0.16741 -5.56555 3.05794
H -3.59391 1.56145 2.64874
H 1.92609 3.14885 -5.20126
H -0.80331 6.53295 -2.56906
S 2.53209 0.37485 -0.32896
H 1.80599 1.67765 3.03544
C 1.12879 -3.49005 -2.58916
H -3.89531 4.16665 1.70614
C 1.15469 0.99875 3.56954
H 1.58659 -3.00645 -4.61656
C -0.42521 5.81325 -1.85736
C 0.29169 -2.75355 -0.01086
C -2.79031 0.03655 -1.58926
C 2.49989 -5.18065 -1.57146
H -0.51191 1.01205 -2.71806
H -1.11831 4.08675 1.85734
H 4.03229 -5.99915 -2.80556
H 0.30829 -2.78955 -2.52156
C 2.34079 1.25675 -1.89996
H 3.46259 -4.60905 -4.76376
H 2.88259 3.11875 -1.03246
H -3.53711 3.36225 -2.05776
C 4.26169 -0.11675 -0.78636
H -1.18221 2.52865 -3.32546
H 0.03989 -3.59255 2.27114
C 0.54779 3.96295 -0.06526
C 0.71349 -4.06255 -0.23166
H 2.09559 5.38525 0.34214
H 2.79679 -5.75295 -0.70406
H 4.72119 -0.61865 0.05974
N 0.54599 0.07815 2.83044
C -0.62371 3.67665 -0.76756
C -1.09361 4.61645 -1.67846
C 0.09599 -4.65185 2.06474
C 3.20979 -5.29915 -2.74806
P -1.39701 2.07615 -0.33196
C -0.44681 -0.83205 4.80614
C 1.84319 -3.61555 -3.76076
C -2.40921 1.49995 -1.82496
H 1.47919 1.86135 5.50754
C -2.53531 2.62445 1.09264
H -1.91281 -0.53735 -1.28446
H -3.09751 4.51715 0.17994
H 0.96059 3.20785 0.59274
C -0.23271 -0.81455 3.43244
C 1.19879 5.17225 -0.22256
H -4.08581 1.09615 1.02344
C -1.57371 3.14695 2.16474
O 2.67029 1.43565 0.68594
C 2.04539 2.61705 -4.27016
H -1.98441 4.43195 -2.25776
H -3.99031 2.07075 -3.15956
C -0.05341 -6.92615 2.80544
C -1.43281 1.52135 -3.00296
C -0.02261 -1.58415 0.16684
C 2.41269 3.30525 -3.12716
H 1.21139 7.05395 -1.25316
H -4.48041 2.00345 -1.47336
H 0.78559 -6.80025 -0.46756
H -0.67381 -1.54155 2.76284
C -3.23331 1.37715 1.63704
H -0.24781 -7.65205 3.58234
H -3.18121 -0.39255 -2.51056
H 1.57659 0.71905 -5.13656
O -1.30681 -1.91795 6.73244
H 0.03059 0.15405 6.64464
C 2.57209 2.61745 -1.93796
C 1.43349 -4.27675 -1.46576
H 1.83529 -0.51475 -2.98656
C 2.89219 -4.51985 -3.84966
C 0.70849 6.10715 -1.11896
C 0.18199 0.14995 5.57414
H 4.82619 0.76935 -1.05596
H -0.78441 2.41835 2.35384
H -4.41441 3.33755 0.25044
C -3.67441 2.29105 -2.14166
H -1.86121 0.98925 -3.85196
C 0.98679 1.08305 4.94494
N -2.05881 -2.64835 4.74984
C -3.54601 3.72355 0.77394
H -2.10701 3.31825 3.09894
H -0.45651 -5.21835 4.03994
C 1.84809 1.24435 -4.23346
H -2.52811 0.53885 1.66324
C 0.30439 -7.34945 1.53334
C 1.99209 0.55445 -3.04116
H -3.55051 -0.06485 -0.82036
H 4.18049 -0.79275 -1.62976
H 0.37859 -8.40755 1.32734
H -2.61941 -3.33895 5.22144
H -2.06551 -2.63025 3.74534

Cartesian forces, eV/Å:
H -0.012 0.094 0.002
C -0.106 -0.029 -0.075
C -0.132 -0.394 0.456
Pt -0.740 0.209 0.330
C 0.016 0.248 -0.083
C -0.033 -0.139 0.160
H -0.065 0.039 0.090
H -0.035 0.065 -0.120
H -0.037 0.047 -0.066
S 1.251 -0.160 -1.655
H -0.010 0.065 -0.094
C -0.063 -0.112 0.126
H -0.038 0.032 0.106
C 0.117 0.135 0.172
H -0.042 0.050 -0.060
C -0.032 0.231 -0.090
C -0.202 -0.228 0.120
C 0.242 -0.047 0.146
C -0.194 0.087 0.173
H 0.046 0.016 -0.076
H 0.034 0.038 0.076
H 0.058 -0.019 0.009
H -0.039 0.060 0.026
C -0.093 -0.337 0.059
H 0.002 -0.025 -0.044
H -0.026 0.002 0.010
H -0.106 0.138 -0.047
C -0.504 -0.054 0.409
H 0.075 0.081 -0.034
H -0.010 0.041 -0.021
C -0.133 -0.043 -0.022
C -0.148 0.613 0.017
H 0.069 -0.034 0.054
H -0.002 -0.060 0.009
H -0.056 -0.080 0.114
N -0.034 -0.094 -0.381
C 0.277 -0.242 0.048
C -0.117 -0.076 0.035
C 0.106 0.029 -0.148
C 0.201 -0.078 -0.174
P -0.483 -0.255 -0.059
C 0.292 0.311 0.051
C 0.101 0.021 -0.135
C 0.204 -0.093 0.115
H 0.081 0.030 0.007
C 0.227 -0.203 -0.009
H -0.120 -0.074 -0.048
H 0.012 0.140 -0.037
H 0.057 0.008 0.065
C -0.093 -0.133 0.273
C 0.021 0.174 0.022
H -0.082 -0.078 -0.086
C 0.080 -0.013 -0.064
O 0.364 0.842 1.102
C -0.004 0.006 -0.141
H -0.001 -0.011 -0.040
H -0.055 -0.077 -0.132
C -0.023 -0.074 -0.023
C 0.132 0.060 0.158
C -0.132 0.572 0.085
C 0.015 -0.030 -0.046
H 0.047 0.063 -0.007
H -0.146 0.010 0.073
H 0.023 0.008 -0.023
H -0.054 -0.029 -0.072
C 0.154 -0.086 -0.084
H -0.014 -0.006 0.051
H -0.107 0.016 -0.141
H -0.040 -0.089 -0.073
O 0.093 0.106 0.124
H -0.034 -0.023 0.014
C 0.139 -0.027 0.308
C 0.353 -0.167 -0.574
H -0.088 -0.123 -0.038
C 0.053 -0.028 -0.053
C 0.055 -0.026 -0.001
C -0.072 -0.113 -0.205
H -0.033 0.180 -0.006
H 0.048 0.044 0.086
H -0.074 0.004 -0.095
C 0.111 0.066 0.138
H -0.116 -0.054 -0.056
C -0.072 -0.163 -0.038
N -0.157 -0.240 -0.192
C 0.105 -0.120 -0.102
H -0.153 -0.001 0.064
H 0.011 0.028 0.099
C 0.052 -0.024 -0.016
H -0.131 0.005 0.092
C -0.038 -0.175 0.126
C 0.008 0.003 0.012
H -0.086 -0.055 0.128
H 0.026 -0.154 -0.141
H -0.008 -0.087 -0.046
H 0.043 0.039 -0.032
H 0.021 0.032 0.064

Properties
Multiplicity ... 3
Strongest force on any atom ... 2.1 eV/Å
Energy above the lowest of the compared OMol25 structures with the same formula, charge and spin ... 97.0 kJ/mol
⟨S²⟩ ... 2.0437
Lowest unoccupied orbital energy (spin up / spin down) ... 0.303 / -0.458 eV
Charge ... 0


Q: What is the formula in the second record?
A: C42H47N2O2PPtS


Q: Look up the charge of the first one.
A: 0


Q: Number 1 is which compound?
A: C42H47ClN2O12